The following is a quantum chemistry calculation of a molecular structure, C4H5N2O2, from OMol25.

Geometry as XYZ:
```
13
Properties=species:S:1:pos:R:3:forces:R:3:lowdin_charge:R:1
C 1.223481 -0.975697 -0.021510 -2.89 -1.05 1.00 0.0400
C -0.103582 -0.915656 0.393520 2.27 1.62 -2.09 0.0475
C 1.550486 0.315306 -0.559364 2.93 -1.17 -0.52 -0.0268
C -0.693112 0.393978 0.019238 3.79 -0.18 -0.11 -0.0255
N 0.566117 1.087939 -0.541754 -2.21 2.84 -0.69 0.1236
N 3.107163 1.186113 -1.288668 -2.36 -2.56 2.78 -0.2747
O 4.083485 0.927242 -0.708271 0.59 0.07 -0.33 0.2146
O 2.729333 1.873487 -2.135915 0.06 1.41 -1.56 0.1879
H 1.647154 -1.957110 -0.027833 1.28 0.16 0.01 0.1201
H -0.766155 -1.618158 0.802030 -0.27 -1.32 0.54 0.1215
H -1.498483 0.298684 -0.636599 -1.16 0.20 -1.43 0.1361
H -0.958637 0.871796 0.894783 -0.85 1.54 1.79 0.1252
H 0.749291 2.081628 -0.888180 -1.18 -1.57 0.61 0.2105
```
Positions in Å, forces in eV/Å.

Summary:
Relative energy (zero: lowest compared OMol25 entry of this formula, charge and spin) = 4.074 eV
LUMO energy = -5.27 eV
Gap between HOMO and LUMO = 10.3 eV
Charge = +1

The following is a quantum chemistry calculation of 10 unconnected molecules or ions with the total composition C22H65N4O12, from OMol25.

Geometry as XYZ:
```
103
Properties=species:S:1:pos:R:3:forces:R:3:lowdin_charge:R:1
C -0.496842 0.442643 -0.704541 0.43 -1.64 -2.85 -0.6778
O -0.606291 -0.835593 -0.581334 0.43 2.52 0.30 -0.0705
O -1.605494 1.222707 -0.661041 -2.69 -1.09 1.24 0.0701
O 0.526244 1.071124 -1.137258 -1.46 -1.07 1.48 -0.0363
H -2.503497 0.743361 -0.404261 3.05 0.98 -0.66 0.1787
C 2.975197 1.929649 -4.890649 -0.93 0.21 1.49 -0.0744
C 2.722593 0.675643 -4.003887 -2.92 3.03 1.22 -0.3881
C 3.365925 -0.625464 -4.470509 1.19 1.39 -1.31 -0.1950
O 3.117165 -0.732570 -5.881292 0.02 -1.77 -2.11 -0.2413
C 3.698562 -1.954158 -6.598174 -0.50 -0.69 7.12 -0.0383
N 3.091613 1.031197 -2.582908 3.28 -0.33 -4.12 0.0716
H 2.483013 2.851763 -4.488596 -0.06 -1.02 0.25 0.0690
H 2.513325 1.782394 -5.824776 -0.14 -0.20 -1.48 0.0498
H 3.970719 2.281165 -4.938509 1.53 -0.28 -0.39 0.0517
H 1.548298 0.775193 -3.906625 1.79 -1.57 -0.98 0.1510
H 2.956806 -1.528001 -3.971832 0.78 0.52 0.22 0.1223
H 4.497166 -0.312243 -4.378031 -1.60 -1.54 0.44 0.1610
H 3.835145 -1.890525 -7.599728 0.66 1.41 -2.90 0.0156
H 3.037128 -2.916895 -6.515832 0.84 1.79 0.49 0.1002
H 4.654340 -2.102796 -5.937844 -1.33 -0.29 -1.88 0.1052
H 2.337471 1.528108 -2.284227 -2.32 1.25 1.67 -0.0119
H 3.158170 0.162697 -2.170819 -0.07 -1.77 2.14 -0.0034
C -6.272866 -0.776951 2.686540 -0.25 -3.38 -0.06 -0.0501
C -4.788684 -1.156889 2.422764 -1.82 6.85 -2.48 -0.3531
C -4.421309 -1.029756 0.938796 -2.80 -2.18 1.34 -0.1946
O -5.028396 -1.991583 0.119344 -2.00 -0.30 1.80 -0.1544
C -4.472869 -2.043224 -1.091328 0.90 -0.38 -4.88 -0.1866
N -3.893412 -0.142421 3.065974 -0.92 -1.94 1.79 0.0430
H -6.597972 0.130821 2.185908 -0.38 -0.19 0.18 0.0755
H -6.499282 -0.900056 3.746456 0.38 1.30 0.43 0.0587
H -6.828605 -1.794562 2.475961 0.39 2.17 -0.98 0.1106
H -4.798025 -2.037798 2.839616 1.32 -5.21 1.68 0.0715
H -3.433562 -1.095864 0.862880 4.64 -1.11 -0.11 0.0440
H -4.553782 -0.102814 0.518606 -1.40 2.86 -0.48 0.0989
H -5.052782 -2.721532 -1.854346 1.14 0.22 2.03 0.1100
H -3.371983 -2.336466 -0.971305 -1.24 0.40 -0.91 0.1070
H -4.620057 -1.118968 -1.804458 0.78 -0.54 1.81 0.1114
H -3.806128 -0.518064 4.033476 -0.55 1.07 -0.24 0.1030
H -2.981317 -0.452801 2.794772 1.49 0.40 -0.96 0.0070
C -0.655339 -1.818565 4.081564 4.50 -4.14 1.70 -0.0747
C -0.404549 -1.881760 2.673734 -2.43 -3.76 -3.47 -0.4859
C -0.938720 -3.269924 1.956833 -0.27 0.36 3.51 -0.1448
O -0.217322 -4.345146 2.502263 0.92 -1.04 -0.37 -0.1876
C -0.500467 -5.597649 1.886051 2.54 2.24 0.43 -0.0860
N -1.250482 -0.914767 2.073956 1.84 2.71 -4.12 -0.0044
H -1.590137 -2.069862 4.428078 -2.42 -0.30 0.37 0.0357
H -0.334085 -0.840255 4.367641 0.50 0.34 1.11 0.0726
H 0.049473 -2.857934 4.366845 -1.50 3.28 0.52 0.1655
H 0.640391 -1.643118 2.458103 0.22 -0.78 -0.09 0.1166
H -0.903700 -3.264292 0.917256 0.72 0.42 -2.11 0.0752
H -2.046385 -3.501172 2.148971 0.95 0.97 0.25 0.1440
H -1.461144 -5.823823 2.024200 -3.93 -1.38 0.90 0.0473
H 0.191363 -6.335576 2.142258 0.91 -1.18 1.80 0.0736
H -0.317549 -5.664989 0.869866 0.10 1.04 -2.74 0.0671
H -0.436490 -0.262438 2.052854 -1.42 1.72 0.60 0.0503
H -1.087058 -0.967083 0.961603 -1.22 -0.78 2.59 0.0766
C 2.901294 0.432662 3.690764 -2.41 -3.04 -5.96 -0.0181
C 2.188478 1.579315 3.000638 -0.63 -0.26 0.86 -0.4345
C 2.947062 2.756934 2.485768 -1.06 0.21 -0.43 -0.2098
O 3.485493 3.422566 3.651781 0.93 2.42 -2.76 -0.1730
C 4.086952 4.787727 3.230784 -5.55 -0.22 4.85 -0.0261
N 1.216419 1.087974 2.044357 -5.62 2.64 4.18 0.0967
H 2.163161 -0.425908 3.804273 0.55 1.14 -0.02 0.0896
H 3.319657 0.543414 4.565221 2.35 1.35 4.53 0.0108
H 3.606089 -0.005126 2.968046 0.34 0.04 0.29 0.0861
H 1.688875 1.995436 3.789809 -1.93 1.28 2.08 0.1062
H 2.180187 3.319158 1.884560 0.44 0.36 1.23 0.1034
H 3.546094 2.435607 1.637098 1.62 0.10 0.35 0.1326
H 3.245242 5.585716 2.949350 2.11 -2.05 -0.03 0.1355
H 4.920456 4.592111 2.750752 3.40 -0.66 -3.96 0.0116
H 4.555085 5.112917 4.169376 -0.70 0.29 0.23 0.0707
H 1.764320 0.870591 1.371478 3.94 -2.38 -6.67 -0.0319
H 0.493820 1.821809 1.644092 2.38 -1.38 1.35 0.1372
C 2.692521 -2.129798 0.034596 2.32 -0.48 1.23 -0.1725
O 2.624505 -0.789398 -0.327876 -0.40 1.14 -0.28 -0.1576
H 3.215990 -2.245825 1.090454 -0.99 0.15 -1.98 0.1087
H 3.283896 -2.735986 -0.715825 -0.45 0.65 0.72 0.0856
H 1.725395 -2.524368 0.082223 -1.49 -0.98 0.27 0.0384
H 1.699771 -0.461610 -0.479175 0.95 -0.59 0.07 0.0539
C -3.461923 2.979833 1.469937 -5.45 0.04 -1.60 -0.1159
O -4.693844 2.246269 1.834431 1.37 -0.59 0.43 -0.1923
H -2.635658 2.546497 1.750517 4.42 -2.49 1.94 0.0100
H -3.519577 3.967824 1.772044 -0.17 1.93 1.54 0.0481
H -3.370943 3.150850 0.416000 -0.32 -0.66 -1.09 0.0653
H -4.487598 1.413145 2.424984 0.28 1.87 -1.19 0.0472
C 0.207732 -2.965292 -3.080115 -0.09 -1.90 -0.81 -0.1985
O -0.709467 -3.029995 -2.028486 -0.41 -0.58 1.33 -0.1613
H 0.548188 -1.984786 -3.100235 0.34 2.17 -1.30 0.0391
H -0.180747 -3.480321 -4.031174 -0.24 1.60 1.09 0.1003
H 1.164219 -3.519074 -3.059737 -0.07 -0.46 1.34 0.0583
H -0.660813 -2.279029 -1.342150 0.47 -1.02 -1.90 0.0409
C -0.522649 3.015636 -3.656603 7.36 -5.48 0.12 -0.0881
O -1.063618 1.665544 -3.798722 -0.34 3.84 -3.63 -0.0662
H 0.247373 3.200753 -4.508549 -1.15 -0.47 1.37 0.0998
H 0.028999 3.248712 -2.677811 -0.73 -0.98 -1.22 0.0914
H -1.163013 3.693878 -3.736348 -6.09 5.40 -0.80 -0.0207
H -0.896666 1.249725 -3.028788 0.89 -2.26 4.08 -0.0383
C 1.105674 4.278283 -0.338882 -2.20 -2.36 -0.61 -0.1406
O 0.181056 3.366204 0.222762 -1.57 -2.24 0.52 -0.2137
H 1.662564 3.660946 -1.000222 1.68 0.11 -0.55 0.0653
H 1.581838 4.724536 0.487348 1.02 0.95 0.41 0.0521
H 0.470814 4.881590 -0.940216 0.11 1.63 -0.54 0.0638
H 0.023774 2.490238 -0.321588 1.13 2.64 0.75 0.0588
```
Positions in Å, forces in eV/Å.

Summary:
Relative energy (zero: lowest compared OMol25 entry of this formula, charge and spin) = 0.220 eV
LUMO energy = 2.68 eV
Gap between HOMO and LUMO = 8.9 eV
Charge = -1

The following is a quantum chemistry calculation of a molecular structure, C3H2NO3, from OMol25.

Geometry as XYZ:
```
9
Properties=species:S:1:pos:R:3:forces:R:3:lowdin_charge:R:1
C 0.120292 0.217492 0.098419 -1.79 3.14 0.70 -0.0444
C 1.387489 0.488127 -0.040886 -0.26 -1.87 -0.01 -0.3409
C 2.232063 -1.309052 -0.066478 0.59 0.15 0.21 -0.5996
N 2.247231 1.256217 -0.462705 1.91 1.35 -1.17 -0.1075
O 2.405960 -1.425746 1.092759 0.28 -0.55 0.93 0.1128
O 2.285504 -1.683945 -1.178098 -0.10 -0.47 -0.97 0.1180
O 3.199673 1.872376 0.098330 -0.06 0.05 0.37 -0.1920
H -0.372636 1.187388 0.259639 -0.73 -0.31 -0.16 0.0365
H -0.505685 -0.594365 0.318780 0.15 -1.50 0.08 0.0171
```
Positions in Å, forces in eV/Å.

Summary:
Relative energy (zero: lowest compared OMol25 entry of this formula, charge and spin) = 4.416 eV
LUMO energy = 4.04 eV
Gap between HOMO and LUMO = 7.1 eV
Charge = -1

The following is a quantum chemistry calculation of a single CH2FNO3S molecule, from OMol25.

Geometry as XYZ:
```
9
Properties=species:S:1:pos:R:3:forces:R:3:lowdin_charge:R:1
C 0.253802 0.520738 1.392021 2.43 0.12 2.50 -0.4358
N -0.543567 0.544748 0.371814 -0.62 0.32 -0.66 -0.1096
O 1.302287 -0.160080 1.331789 -0.76 0.96 0.88 -0.0408
O 1.388606 0.159781 -1.408714 0.62 -0.07 -0.81 -0.1680
O -1.067237 -0.278660 -1.631126 0.57 -0.84 -1.42 -0.1779
F 0.344722 -1.813147 -0.379400 -0.18 1.35 -0.73 -0.1155
S 0.252876 -0.266308 -0.724429 -4.15 -0.75 0.29 0.7820
H -0.066807 1.181238 2.223697 0.47 -0.58 0.05 0.1401
H -1.864684 0.111688 -1.175654 1.62 -0.51 -0.11 0.1254
```
Positions in Å, forces in eV/Å.

Summary:
Relative energy (zero: lowest compared OMol25 entry of this formula, charge and spin) = 2.071 eV
LUMO energy = 0.26 eV
Gap between HOMO and LUMO = 11.0 eV
Charge = 0

- Number 4 is which compound?
  CH2FNO3S

- Which formula does entry 3 have?
  C3H2NO3

- Look up the LUMO energy of the fourth one.
  0.26 eV

- charge of number 2 (C22H65N4O12)?
  -1